[1]
Molecular formula: C33H43B2N6O2S3Zr
Method: DFT, wB97M-V/def2-TZVPD

Geometry as XYZ:
```
90
Properties=species:S:1:pos:R:3:mulliken_charge:R:1
H -1.425 2.486 9.181 0.426
C -0.273 2.414 6.069 0.451
N 0.118 1.821 -1.126 1.054
C -1.685 -1.950 -3.523 -1.781
C 3.220 0.347 -3.501 -1.502
S 2.310 2.204 0.964 -0.143
H 4.160 0.860 2.809 0.405
B -0.270 0.854 -0.023 -0.828
H 3.394 -2.433 1.810 0.500
H -0.339 -3.423 -0.843 0.063
S -2.268 1.275 2.283 -0.362
H -5.312 1.271 1.372 0.398
H -0.469 -4.914 0.108 0.632
H 0.817 -0.841 -3.920 0.179
H -5.910 -0.375 1.126 0.407
H -0.793 -2.103 -2.907 0.085
H -4.161 -2.107 -4.480 0.475
C 0.976 3.177 -3.209 -0.152
H -2.285 2.324 6.851 0.466
H -5.119 -1.639 -3.086 0.385
C 4.327 0.131 2.014 -1.760
H -3.393 -4.059 -3.010 0.499
C 1.987 0.991 -4.163 2.121
C 1.063 -0.117 -4.703 -1.525
H 0.633 5.862 -1.481 0.425
C 0.647 2.569 8.608 -0.529
H 0.453 5.765 -3.240 0.394
C 0.322 3.876 -2.236 0.186
H -2.378 -3.769 -1.587 0.124
H 0.131 0.299 -5.099 0.411
H -4.045 -0.455 -3.863 0.393
C -2.856 -1.052 -1.480 -0.093
H 0.411 -3.885 2.839 0.388
H 0.984 2.648 9.634 0.431
H 3.114 2.696 -4.971 0.488
C 1.082 2.495 6.320 0.951
H 2.962 1.311 -6.046 0.395
H -1.058 -3.386 0.781 0.325
C 2.695 -1.697 1.425 -0.365
H -4.922 -1.286 -0.866 0.472
H 4.922 -0.689 2.408 0.458
S -0.825 3.930 0.248 -0.220
H -1.573 -0.998 -4.055 0.390
C 0.101 5.362 -2.295 -1.950
O -0.458 2.358 4.693 -0.133
H 3.760 -0.245 -4.243 0.448
B 0.831 2.360 4.178 0.666
H 3.909 1.107 -3.114 0.393
N -1.640 0.254 -0.109 0.639
H 2.198 -3.743 -1.132 0.296
C -2.599 0.453 0.780 1.024
C -3.232 -3.391 -2.162 -1.361
C 2.428 1.907 -5.306 -2.186
H 1.353 3.710 -4.071 0.659
N 0.790 1.124 -2.051 -0.348
H 2.160 -4.150 2.656 0.360
H -0.957 5.608 -2.183 0.440
H 2.651 2.640 7.787 0.492
C -2.968 -1.968 -2.690 2.202
C 1.424 -2.149 0.921 -0.167
H 1.021 -5.353 2.062 0.459
C 1.590 2.570 7.593 -0.929
H 1.575 2.370 -5.818 0.447
C -3.969 -0.835 -0.617 -0.397
N 0.823 0.008 0.563 0.901
O 1.786 2.490 5.124 -0.443
C 1.225 1.786 -3.102 -0.365
C 2.033 0.512 0.981 1.584
C -0.098 3.139 -1.123 1.148
N 0.507 -1.304 0.550 -0.789
H -4.125 -3.441 -1.531 0.400
C -1.226 2.393 7.062 -0.937
C 2.184 -4.237 -0.154 -1.608
C 3.024 -0.381 1.469 -0.344
H -1.731 -2.750 -4.265 0.487
H -4.811 -0.017 2.465 0.455
Zr 0.021 2.294 2.058 -0.072
C -4.148 -1.505 -3.569 -1.818
C -0.731 2.481 8.349 -0.571
C -3.876 -0.073 0.511 0.062
H 1.566 -0.641 -5.519 0.487
H 1.947 -5.291 -0.313 0.468
C -5.043 0.211 1.421 -1.932
N -1.714 -0.472 -1.234 -0.223
C -0.274 -3.842 0.169 -1.722
C 1.185 -4.279 2.173 -1.663
C 1.114 -3.625 0.776 1.952
H 4.908 0.633 1.233 0.402
H 2.925 -0.316 -2.682 0.161
H 3.190 -4.193 0.276 0.410
```

Properties
ΔE to the lowest compared entry with this formula, charge and spin = 45.85 kcal/mol
Frontier orbital gap = 4.36 eV
Charge = +3

***

[2]
Molecular formula: C33H43Cl2N2OP3SSn
Method: DFT, wB97M-V/def2-TZVPD

Geometry as XYZ:
```
86
Properties=species:S:1:pos:R:3:mulliken_charge:R:1
H -4.853 -0.118 2.457 0.297
C -1.982 1.908 -1.263 -1.133
C -1.097 1.368 -2.136 0.439
Cl -2.217 0.727 3.282 -0.493
H -2.305 5.092 5.353 0.501
C 1.068 -3.397 -3.613 -0.571
C 3.580 -0.707 0.609 0.911
H -0.764 -4.141 -2.709 0.477
H 2.517 -6.353 2.221 0.439
C 0.497 2.820 -4.206 -1.268
C 2.239 -4.881 3.822 -0.456
H -1.530 -0.455 -4.625 0.373
H 1.398 2.277 -3.894 0.331
H -0.286 -0.103 1.726 0.320
C -2.474 5.419 2.616 -0.972
H -2.298 -2.610 0.096 0.055
C 1.981 -3.541 4.164 -0.622
C 5.885 0.775 0.704 -0.506
H -4.596 0.222 -1.576 0.328
S -0.263 3.503 1.262 -0.397
Sn -2.173 1.679 1.003 1.116
H 6.811 1.344 0.727 0.397
H 0.401 3.724 -3.593 0.420
C 4.827 -1.376 0.757 -0.655
C -2.423 2.592 -4.520 -1.263
C -0.684 3.574 5.158 -0.614
H 2.479 1.201 0.582 0.525
H -2.400 -2.178 1.821 0.327
H 1.646 -1.526 3.372 0.416
C -4.165 -0.735 -1.255 -1.167
H 2.972 -2.536 -4.275 0.480
H 2.357 -5.625 4.608 0.411
C -5.123 -0.411 1.435 -1.298
P 2.548 -2.099 0.440 0.191
C -1.632 4.489 4.780 -0.214
H -2.601 3.506 -3.939 0.421
C -0.753 0.326 0.792 -1.328
H -2.166 5.362 1.561 0.312
O 1.306 1.068 -1.893 -0.793
Cl -4.208 2.961 1.151 -0.463
C -2.965 -2.227 0.883 -1.110
H -0.161 -3.283 -0.418 0.540
H 0.563 2.348 3.934 0.205
H 1.895 -3.254 5.212 0.434
H -0.654 0.405 -5.923 0.490
C -0.674 3.702 2.905 -0.111
H 1.986 0.592 -1.370 0.102
H -5.745 0.377 0.993 0.366
C 0.514 -3.133 -1.271 0.097
C 0.172 -3.597 -2.550 -0.685
H -3.813 -2.919 1.005 0.542
C 2.183 -4.390 1.469 -0.507
C 2.267 -2.687 -3.458 -0.842
H 0.247 -0.256 -4.529 0.259
H -3.513 5.086 2.691 0.343
C 4.653 1.444 0.615 -0.782
H -2.698 2.651 -1.634 0.261
C 1.858 -2.582 3.154 -0.674
C 2.333 -5.318 2.492 -0.802
C 0.022 0.394 -1.707 1.884
P -0.946 1.767 -3.918 1.416
C 2.584 -2.164 -2.203 -0.701
H -5.642 -1.380 1.433 0.482
H 6.931 -1.155 0.871 0.436
C 1.763 -2.486 -1.096 0.508
C -0.091 0.020 -0.296 -0.540
H -2.322 2.869 -5.579 0.419
H -4.923 -1.529 -1.322 0.471
N -1.619 4.548 3.397 0.263
H 3.503 -1.604 -2.025 0.424
H -3.292 1.929 -4.421 0.382
H -2.375 6.446 2.977 0.381
C 3.461 0.702 0.580 0.041
C 2.045 -3.015 1.818 1.157
C 5.992 -0.621 0.784 -0.749
H 0.587 3.117 -5.261 0.463
H 2.247 -4.650 0.414 0.430
H 4.625 2.531 0.567 0.476
C -0.692 0.224 -4.838 -1.162
H -0.057 -0.581 -2.265 -0.510
H -0.381 3.245 6.129 0.415
H 4.807 -2.466 0.815 0.486
P -3.601 -0.574 0.464 0.952
H -3.316 -0.971 -1.912 0.146
H 0.831 -3.794 -4.600 0.442
N -0.108 3.099 3.992 0.190
```

Properties
Frontier orbital gap (alpha / beta) = 5.05 / 7.41 eV
Charge = +2

***

[3]
Molecular formula: C33H43N6O4Si2TeTi
Method: DFT, wB97M-V/def2-TZVPD

Geometry as XYZ:
```
90
Properties=species:S:1:pos:R:3:mulliken_charge:R:1
C 3.860 3.162 -0.539 -1.111
C -2.074 1.237 -1.719 -0.349
C -2.365 5.232 3.939 -0.410
H -3.044 -2.222 -5.391 0.315
H -0.371 -7.196 1.949 0.370
N 1.777 2.081 -1.023 0.786
H 0.327 -4.353 3.094 0.531
Ti 0.495 0.604 -0.205 -0.563
N -0.213 -1.321 -0.734 0.459
C -1.494 -5.643 -3.970 -1.096
H -4.019 1.546 -2.527 0.541
H -2.529 -5.001 1.971 0.443
C -2.439 1.907 -3.967 -0.523
N 0.778 1.509 2.625 -1.195
C -2.180 -3.106 -2.351 -0.631
C -0.647 3.558 4.026 -0.478
H -0.647 2.245 -5.095 0.501
C 3.730 -2.116 2.279 -1.005
H 4.524 3.597 0.193 0.511
H 4.078 -1.437 -2.647 0.281
H 0.140 3.040 4.555 0.455
C 3.291 2.602 -2.796 -0.991
H -0.322 -5.422 -1.539 0.036
C -4.407 -4.637 -3.705 -1.033
C -0.956 3.188 2.714 0.383
H 1.425 1.793 -4.211 0.318
H -1.311 -2.609 -5.365 0.340
H 4.811 -3.057 -2.484 0.333
C 2.197 -0.207 2.262 -0.348
C -2.956 1.557 -2.717 -1.100
H 2.436 -0.030 3.309 0.485
H 2.358 2.648 0.887 0.464
H 1.051 -7.040 0.926 0.378
C -0.017 -6.826 0.984 -1.163
C 2.866 -1.272 1.572 0.601
H -1.119 4.868 5.648 0.436
H 5.142 3.507 -2.239 0.489
H -2.426 -3.593 -6.300 0.379
H 3.503 -2.795 -3.657 0.325
H 0.559 -2.986 2.013 -0.042
N 1.291 0.560 1.745 1.153
H -1.693 -6.210 -4.882 0.436
O 2.880 -2.866 -1.716 -0.089
C -0.241 1.617 -3.080 0.626
Si -2.638 -4.170 -3.930 0.128
H -3.101 2.178 -4.778 0.504
H 1.714 -4.330 2.017 0.145
C -2.318 -3.037 -5.367 -0.971
C -0.213 2.118 2.073 0.842
H -2.208 3.561 1.003 0.450
C 0.660 -4.067 2.092 -0.485
O -0.540 1.744 0.810 -0.404
H 5.001 -3.834 2.200 0.453
C -1.974 3.847 2.020 -0.140
C 0.226 -4.662 -0.966 -0.248
H -2.917 6.030 4.417 0.421
C -2.675 4.867 2.635 -0.869
N 1.139 1.654 -3.252 0.102
Si -0.362 -5.011 0.870 0.097
C 2.660 2.638 -0.152 -0.138
H 4.505 -4.295 -0.189 0.590
H -2.421 0.984 -0.724 0.583
H -2.770 -5.120 0.244 0.351
O -0.502 -1.509 0.405 -0.189
C -1.076 1.939 -4.150 -1.129
C 4.064 -3.440 0.306 -0.347
H -2.382 -3.552 0.995 0.316
C 3.229 -2.601 -0.409 0.070
N -0.729 1.249 -1.891 0.634
H -2.593 -3.524 -1.435 0.335
H 3.905 -1.930 3.331 0.501
H -2.560 -2.093 -2.506 0.335
C 3.889 -2.512 -2.682 -0.989
C 2.654 -1.486 0.203 0.627
H -5.041 -3.757 -3.584 0.364
C 4.193 3.117 -1.895 -0.478
H -4.756 -5.173 -4.590 0.372
C 2.069 2.120 -2.329 0.856
Te -0.103 -3.003 -2.182 0.168
H -3.462 5.382 2.101 0.440
C -1.352 4.579 4.633 -0.755
H -0.524 -7.401 0.209 0.359
H -0.429 -5.386 -4.005 0.410
H -1.667 -6.326 -3.136 0.337
H 1.293 -4.866 -1.077 0.551
O 1.921 -0.633 -0.535 -0.206
C 4.334 -3.184 1.652 -1.067
H 3.501 2.600 -3.857 0.474
H -4.557 -5.290 -2.844 0.352
C -2.172 -4.623 1.009 -0.998
```

Properties
ΔE to the lowest compared entry with this formula, charge and spin = 6.57 kcal/mol
Frontier orbital gap = 5.17 eV
Charge = +3

***

[4]
Molecular formula: C33H43N6O6PdTe
Method: DFT, wB97M-V/def2-TZVPD

Geometry as XYZ:
```
90
Properties=species:S:1:pos:R:3:mulliken_spin:R:1
H 2.707 1.135 -3.616 0.003
C -0.576 2.169 6.958 -0.006
H -0.673 1.632 -4.988 -0.002
O -1.151 -0.135 2.428 0.125
C -2.922 1.571 -3.317 -0.004
C 5.851 -1.049 2.395 0.000
H 5.766 -2.334 0.103 0.000
C 2.404 -1.955 0.178 0.004
C 1.617 -0.783 6.079 0.009
H 2.620 -3.706 -4.434 0.001
C -4.293 2.172 -1.244 0.014
H -1.584 1.325 -6.459 0.002
C -0.340 -2.548 -3.559 -0.004
Pd 0.987 -0.212 2.874 1.483
C 0.813 -2.090 6.171 -0.004
C 3.437 -1.017 2.049 -0.019
H -2.494 -1.266 -1.386 -0.005
C -1.006 -1.491 -2.941 -0.066
H -0.825 2.074 3.600 -0.013
O 3.308 -0.385 3.120 0.094
H 1.048 -4.469 -4.707 0.000
C -0.125 -2.331 5.004 0.002
C 0.935 -2.404 -4.097 0.011
H 5.966 0.031 2.443 0.000
C 0.285 1.097 7.090 0.008
H 1.732 1.585 -2.220 -0.043
H -1.670 3.371 5.535 0.001
H -2.593 -2.775 -2.289 0.002
O 2.027 2.785 0.167 0.339
N 2.327 -1.314 1.344 0.076
H -0.601 -3.309 5.081 0.001
C 1.576 -1.172 -3.967 0.012
C 1.985 2.799 1.385 -0.062
C -0.511 1.837 4.608 -0.006
N 1.278 -2.196 -0.473 -0.002
H -3.880 1.368 -6.543 0.001
C -1.506 1.065 -5.406 0.042
N 1.450 1.660 1.968 1.753
H -3.146 -1.277 -3.027 -0.004
H 2.227 -0.687 6.977 -0.001
H 3.175 3.494 3.007 -0.005
H 2.305 -0.816 5.234 -0.004
C 1.686 1.228 -3.253 0.125
H -0.909 -1.579 4.942 0.000
H -0.840 -3.507 -3.630 0.001
C -0.343 -0.261 -2.880 -0.035
C -2.804 1.372 -4.708 -0.036
C -5.190 1.815 -4.909 0.061
C -0.988 2.548 5.688 0.006
H 1.201 2.003 -3.852 -0.011
C -3.951 1.501 -5.470 -0.007
H 3.766 -2.891 -1.263 0.000
N 4.672 -1.393 1.594 0.001
O -2.701 -0.031 0.946 0.006
N -1.529 -0.189 1.210 0.001
H 0.622 0.772 8.064 0.001
H 1.276 -2.896 3.705 -0.003
H -6.538 1.046 -6.386 0.005
H 2.910 4.678 1.695 0.007
C -5.263 2.032 -3.538 -0.013
H 1.301 -2.547 -1.416 0.000
H 1.612 4.290 2.853 -0.005
H -6.215 2.295 -3.093 0.001
C 0.961 -0.087 -3.359 -0.025
C 1.609 -3.542 -4.810 0.000
H 6.726 -1.492 1.928 0.000
C -4.149 1.926 -2.722 -0.031
C 3.678 -2.363 -0.327 0.000
H -0.927 2.701 7.833 0.000
Te -1.317 1.380 -2.017 0.917
O 0.558 -2.252 3.729 0.068
H -4.159 1.257 -0.664 0.000
H -7.302 2.109 -5.196 0.000
H -6.283 2.781 -6.472 0.006
C 0.732 0.423 5.959 0.009
H 0.211 -2.096 7.083 0.001
N 0.335 0.805 4.735 0.133
O -0.665 -0.353 0.318 0.003
H 2.575 -1.049 -4.372 -0.001
H 1.512 -2.926 6.261 0.001
C -6.401 1.944 -5.782 -0.003
C 4.766 -2.063 0.411 0.002
H -3.570 2.908 -0.882 0.006
H -5.282 2.565 -1.022 0.001
H -1.254 0.005 -5.343 0.000
H 5.736 -1.437 3.403 0.000
C 2.456 3.890 2.289 0.017
H 0.433 -1.735 -0.155 -0.002
H 1.698 -3.321 -5.875 0.001
C -2.384 -1.711 -2.378 0.059
```

Properties
Multiplicity = 6
ΔE to the lowest compared entry with this formula, charge and spin = 20.40 kcal/mol
Frontier orbital gap (alpha / beta) = 8.82 / 5.93 eV
Charge = +2